The following is a quantum chemistry calculation of a 2-piece molecular cluster, C3H6O3 overall, from the Open Molecules 2025 dataset.

Properties
HOMO energy: -9.8 eV
gap between HOMO and LUMO: 0.3471 Eh
SMILES string: CC(=O)C=O.O
M: 90.1 g mol⁻¹
energy above the lowest of the compared OMol25 structures with the same formula, charge and spin: 141.3 kJ/mol
LUMO: -0.01166 hartree

XYZ file:
```
12
Properties=species:S:1:pos:R:3:forces:R:3:nbo_charge:R:1
O 1.098 -0.683 -1.173 -0.21 0.01 0.51 -0.505
O 2.024 1.446 0.341 -0.43 -0.32 0.22 -0.455
O -1.044 1.407 -1.084 0.01 -0.01 -0.23 -0.943
C -0.492 -1.244 0.549 -0.05 -0.06 -0.08 -0.729
C 0.623 -0.458 -0.085 0.11 -0.26 -0.40 0.499
C 1.185 0.697 0.766 0.45 0.40 -0.10 0.338
H 0.779 0.792 1.795 0.02 0.01 -0.10 0.115
H -1.247 -0.561 0.948 0.11 -0.08 -0.02 0.242
H -1.645 0.895 -1.639 0.02 0.09 0.10 0.474
H -0.236 1.462 -1.613 -0.08 0.07 0.09 0.484
H -0.102 -1.841 1.382 -0.01 0.09 -0.06 0.239
H -0.942 -1.911 -0.186 0.06 0.05 0.07 0.240
```
Forces are in eV/Å.

The following is a quantum chemistry calculation of C43H49InN4O2S4 as an isolated structure, from the Open Molecules 2025 dataset.

Properties
HOMO energy: -0.2 eV
gap between HOMO and LUMO: 0.1497 Eh
charge: -2
M: 897.0 g mol⁻¹
energy above the lowest of the compared OMol25 structures with the same formula, charge and spin: 74.7 kJ/mol
LUMO: 0.14228 hartree

XYZ file:
```
103
Properties=species:S:1:pos:R:3:forces:R:3:lowdin_charge:R:1
In 0.823 -1.443 0.304 0.23 -0.83 0.03 0.684
S 1.596 -3.643 2.319 -0.74 0.87 0.31 -0.243
S 3.000 -4.385 1.101 0.54 -0.58 -0.86 -0.282
S 2.568 -3.818 -0.913 1.12 0.24 0.48 -0.326
S 0.684 -4.207 -1.443 -0.80 -0.18 0.00 -0.165
O -1.888 -1.875 -0.277 -0.07 0.08 0.06 -0.192
O 0.442 0.724 1.525 -0.11 0.37 0.23 -0.200
N -0.793 -1.169 3.389 -0.59 -0.63 -0.16 0.090
N -1.102 1.209 -1.749 0.87 -0.31 0.37 0.137
N 1.676 0.458 -1.660 -0.84 0.45 0.19 0.045
N -0.955 -1.533 2.194 0.45 0.83 0.12 -0.004
C -2.091 -2.192 -1.644 -0.12 -0.06 -0.13 -0.118
C -3.814 -4.496 1.417 0.05 0.08 -0.05 -0.102
C 3.031 0.109 -1.697 0.87 -0.22 -0.14 -0.194
C -2.390 -2.709 0.664 0.17 0.15 0.24 -0.236
C 1.093 1.092 5.587 -0.12 -0.28 0.12 -0.187
C -1.965 -2.479 1.992 -0.59 -0.74 0.00 -0.198
C 5.673 -0.776 -1.997 -0.06 0.00 0.00 -0.077
C 1.451 1.162 6.944 0.04 0.01 0.01 -0.069
C 2.410 -0.940 -3.919 0.11 -0.15 -0.14 -0.371
C 4.040 0.150 1.821 -0.17 -0.06 -0.12 -0.047
C 4.340 2.406 0.740 -0.15 -0.04 -0.04 -0.066
C 0.084 -0.178 3.708 0.51 0.68 -0.07 -0.158
C 1.144 2.004 3.349 0.28 0.16 0.26 -0.018
C -3.293 -3.723 0.388 -0.14 -0.10 -0.08 -0.019
C -2.326 3.507 1.314 0.14 -0.11 -0.07 -0.059
C -2.482 2.070 0.805 -0.11 0.10 0.11 -0.374
C 0.398 -0.045 5.106 0.07 0.04 -0.10 -0.099
C 0.083 -1.069 6.026 -0.10 -0.05 0.08 -0.025
C -4.466 2.384 -0.670 -0.12 0.09 -0.12 -0.053
C -2.436 1.014 -4.184 -0.16 0.00 -0.14 -0.381
C -5.152 2.310 -1.868 0.05 -0.07 0.07 -0.091
C 2.405 -2.407 -4.349 0.07 0.04 0.12 -0.078
C -2.194 2.203 -5.120 0.12 -0.05 0.10 -0.067
C 3.984 0.364 -0.684 -0.34 0.10 -0.11 -0.132
C -3.433 -4.256 2.726 -0.14 -0.10 0.08 -0.111
C -2.438 1.592 -1.719 -0.87 0.42 -0.01 -0.151
C 1.125 0.157 7.819 -0.02 0.07 0.14 -0.127
C 0.562 0.807 2.781 -0.38 -0.33 -0.20 -0.376
C -3.156 1.473 -2.931 0.40 -0.04 -0.02 -0.147
C 5.287 -0.085 -0.865 0.14 0.02 -0.11 -0.047
C 3.417 -0.652 -2.824 -0.32 0.20 -0.01 -0.146
C 2.691 -0.026 -5.120 -0.16 0.02 0.17 -0.071
C 0.423 -0.964 7.351 -0.01 0.01 -0.10 -0.104
C -4.491 1.837 -2.989 -0.12 0.08 -0.01 -0.059
C -3.203 -0.090 -4.917 0.05 0.03 0.11 -0.070
C -0.162 1.957 -1.314 -1.23 0.22 -0.43 -0.115
C -3.274 1.244 1.823 0.15 -0.07 -0.08 -0.048
C -3.126 2.030 -0.563 0.31 -0.14 -0.04 -0.122
C -2.518 -3.257 3.007 0.16 0.14 -0.09 -0.020
C 1.415 2.132 4.667 0.04 0.04 -0.22 -0.048
C 1.237 1.614 -1.332 1.36 -0.28 -0.27 -0.155
C 3.654 1.039 0.631 0.13 0.01 0.14 -0.387
C 4.728 -1.069 -2.964 0.15 0.01 -0.02 -0.049
H -5.029 1.763 -3.928 0.05 -0.03 -0.03 0.103
H -2.182 -3.075 4.018 0.03 -0.02 0.00 0.098
H -4.511 -5.289 1.179 0.00 -0.03 0.03 0.091
H 1.404 0.223 8.864 0.04 0.01 -0.01 0.083
H 1.908 3.022 5.045 -0.01 0.02 0.00 0.102
H 1.913 2.441 -1.087 0.03 -0.05 0.22 0.117
H -3.834 -4.866 3.527 0.02 0.01 0.03 0.089
H -3.158 -2.168 -1.898 -0.03 0.06 0.07 0.085
H 2.579 1.193 0.695 -0.11 -0.03 -0.01 0.078
H -1.820 3.500 2.282 0.00 0.03 0.01 0.075
H -1.696 1.882 -6.038 0.02 0.00 -0.01 0.072
H 2.632 1.024 -4.825 0.02 0.04 -0.05 0.073
H 0.167 -1.761 8.040 0.01 -0.04 -0.02 0.090
H -6.195 2.599 -1.921 -0.01 -0.01 -0.01 0.091
H 6.699 -1.107 -2.113 0.00 -0.03 0.02 0.094
H -1.732 4.107 0.620 -0.01 0.05 0.02 0.067
H -3.142 2.675 -5.388 -0.01 0.01 -0.02 0.071
H -3.536 -0.853 -4.214 0.01 -0.07 -0.03 0.072
H 3.627 -0.854 1.698 0.02 -0.02 0.07 0.070
H -2.712 1.183 2.756 0.00 -0.04 0.04 0.077
H 4.097 2.871 1.699 0.01 0.02 0.01 0.070
H 4.018 3.072 -0.063 0.02 0.04 0.01 0.066
H -0.377 2.975 -0.967 -0.03 -0.03 0.14 0.122
H -0.419 -1.946 5.643 0.00 -0.03 0.06 0.098
H 1.586 -2.584 -5.049 -0.01 -0.03 -0.01 0.076
H -1.495 1.624 0.738 0.11 -0.08 0.07 0.092
H 2.019 2.022 7.286 -0.05 0.03 0.01 0.098
H 3.694 -0.216 -5.510 0.01 0.01 -0.04 0.069
H -1.467 0.622 -3.873 -0.04 -0.04 -0.02 0.117
H -4.081 0.312 -5.428 -0.04 -0.02 0.00 0.066
H 1.415 2.783 2.644 -0.02 -0.01 -0.04 0.109
H 2.264 -3.060 -3.487 -0.08 0.00 -0.09 -0.005
H 6.024 0.108 -0.095 -0.06 -0.01 0.06 0.104
H 5.426 2.304 0.673 0.02 0.00 0.02 0.069
H 3.338 -2.686 -4.845 0.04 0.02 -0.05 0.067
H -1.661 -3.168 -1.884 -0.01 0.14 0.03 0.024
H -3.425 0.229 1.453 -0.01 -0.04 0.04 0.081
H 5.123 0.060 1.932 0.03 0.02 -0.02 0.072
H -3.298 3.992 1.435 -0.01 0.00 0.00 0.070
H 3.634 0.569 2.743 0.01 0.02 0.06 0.073
H -4.984 2.731 0.216 0.01 -0.03 0.03 0.103
H -1.568 2.952 -4.633 0.00 0.04 -0.02 0.077
H -3.583 -3.932 -0.631 0.03 0.04 -0.01 0.101
H -1.573 -1.412 -2.198 0.07 -0.05 0.00 0.076
H 1.968 -0.206 -5.920 -0.01 0.01 -0.03 0.067
H -2.566 -0.565 -5.665 0.00 0.01 -0.03 0.076
H 5.020 -1.640 -3.837 -0.05 -0.02 -0.02 0.106
H 1.425 -0.701 -3.516 0.01 -0.03 -0.05 0.120
H -4.249 1.688 2.041 -0.01 0.00 -0.02 0.068
```
Forces are in eV/Å.